This record from the Open Molecules 2025 dataset describes the molecule C4H9NO. The level of theory is ωB97M-V with the def2-TZVPD basis set.

Output
LUMO level	1.09	eV
largest force on an atom	3.71	eV Å⁻¹
total charge	0
ΔE to the lowest compared entry with this formula, charge and spin	106.3	kcal/mol
structure (SMILES)	CC[C@@H]1ON1C
total energy	-7827.7122	eV
highest occupied orbital energy	-0.3459	Ha
multiplicity	1

XYZ file:
```
15
Properties=species:S:1:pos:R:3:forces:R:3:lowdin_charge:R:1
C -1.995936 0.013060 0.383506 0.9 1.5 2.4 -0.094
C -1.005350 -1.132569 0.427077 0.4 1.9 -0.2 -0.233
C 0.267393 -0.696379 -0.162690 3.3 1.0 -0.4 -0.285
O 1.404626 -1.488796 0.040878 -0.1 -0.6 -1.1 -0.085
N 1.641647 -0.157740 0.520273 -3.5 0.4 -1.1 -0.061
C 2.522132 0.613848 -0.429671 -1.6 0.6 0.6 -0.097
H -3.020241 -0.344684 0.561282 0.3 0.6 -0.1 0.075
H -1.872865 0.570548 -0.537916 -0.5 -0.2 -0.5 0.058
H -1.629653 0.822347 1.161722 -1.2 -1.6 -1.1 0.120
H -1.312936 -1.875117 -0.227047 -0.8 -1.6 -1.6 0.097
H -0.835203 -1.665304 1.300264 0.0 -0.4 2.3 0.101
H 0.023889 -0.302379 -1.194226 1.2 -0.3 0.8 0.151
H 3.439445 0.545950 0.156044 0.5 0.3 -0.9 0.067
H 2.528460 0.207794 -1.468470 0.3 0.1 0.9 0.084
H 2.141640 1.707390 -0.461856 0.7 -1.8 0.2 0.101
```
Forces are in eV/Å.



This record from the Open Molecules 2025 dataset describes the molecule C4H9NO. The level of theory is ωB97M-V with the def2-TZVPD basis set.

Output
LUMO level	1.14	eV
largest force on an atom	0.45	eV Å⁻¹
total charge	0
ΔE to the lowest compared entry with this formula, charge and spin	31.9	kcal/mol
structure (SMILES)	CCO/C=N/C
total energy	-7830.9368	eV
highest occupied orbital energy	-0.3548	Ha
multiplicity	1

XYZ file:
```
15
Properties=species:S:1:pos:R:3:forces:R:3:lowdin_charge:R:1
C -2.719163 -0.136917 -0.082816 0.0 0.0 0.0 -0.077
C -1.258763 -0.521158 0.001641 -0.1 -0.1 -0.1 -0.257
O -0.600112 0.596350 0.607128 0.1 0.1 0.0 -0.070
C 0.724799 0.656539 0.451952 0.2 -0.1 -0.1 -0.273
N 1.414956 -0.244074 -0.099372 -0.2 0.3 0.2 -0.002
C 2.829991 0.022498 -0.226779 0.3 0.0 0.0 -0.146
H -3.095663 0.143186 0.905353 0.0 -0.1 -0.1 0.078
H -2.825891 0.726862 -0.745847 -0.1 -0.1 0.1 0.078
H -3.325262 -0.958803 -0.474759 0.1 0.1 0.1 0.077
H -1.079409 -1.417335 0.607949 -0.1 0.2 -0.1 0.123
H -0.819063 -0.702409 -0.984382 -0.1 0.0 0.1 0.112
H 1.111862 1.599659 0.856773 0.0 -0.1 0.0 0.140
H 3.114087 -0.038053 -1.282632 0.0 0.0 0.2 0.073
H 3.401641 -0.740227 0.312225 -0.1 0.1 -0.1 0.073
H 3.125989 1.013889 0.153570 0.0 -0.2 0.0 0.070
```
Forces are in eV/Å.



This record from the Open Molecules 2025 dataset describes the molecule C4H9NO. The level of theory is ωB97M-V with the def2-TZVPD basis set.

Output
LUMO level	1.04	eV
largest force on an atom	0.65	eV Å⁻¹
total charge	0
ΔE to the lowest compared entry with this formula, charge and spin	44.9	kcal/mol
structure (SMILES)	CC1(C)O[C@H]1N
total energy	-7830.3710	eV
highest occupied orbital energy	-0.3387	Ha
multiplicity	1

XYZ file:
```
15
Properties=species:S:1:pos:R:3:forces:R:3:lowdin_charge:R:1
C -1.302773 0.656275 0.335306 0.0 -0.2 0.0 -0.023
C 0.067657 -0.005033 0.376457 0.0 0.1 0.1 -0.466
C 0.907491 0.296619 1.592153 0.1 0.1 0.0 -0.025
O 0.349936 -1.411698 0.038024 -0.6 0.1 0.2 -0.005
C 0.621573 -0.419473 -0.916343 0.2 0.3 -0.2 -0.376
N -0.253569 -0.535960 -2.050164 0.2 0.0 -0.1 0.078
H -1.673116 0.938413 1.327527 0.1 -0.3 -0.1 0.078
H -2.050352 0.062639 -0.190005 0.1 0.0 0.1 0.076
H -1.180876 1.584054 -0.245839 0.0 -0.2 0.2 0.093
H 1.961508 0.069194 1.410528 -0.1 0.1 0.0 0.084
H 0.799529 1.314268 1.977163 0.0 -0.1 -0.2 0.082
H 0.552162 -0.399162 2.363410 0.1 0.2 0.0 0.094
H 1.649506 -0.148263 -1.159322 0.1 -0.4 0.1 0.149
H 0.271935 -0.566436 -2.913486 0.0 0.0 0.0 0.071
H -0.720611 -1.435438 -1.945409 -0.1 0.3 -0.1 0.091
```
Forces are in eV/Å.



This record from the Open Molecules 2025 dataset describes the molecule C4H9NO. The level of theory is ωB97M-V with the def2-TZVPD basis set.

Output
LUMO level	0.80	eV
largest force on an atom	2.32	eV Å⁻¹
total charge	0
ΔE to the lowest compared entry with this formula, charge and spin	85.9	kcal/mol
total energy	-7828.5945	eV
highest occupied orbital energy	-0.2979	Ha
multiplicity	1

XYZ file:
```
15
Properties=species:S:1:pos:R:3:forces:R:3:lowdin_charge:R:1
C 0.942043 2.003324 0.976002 0.1 0.1 0.0 -0.074
C 0.309622 0.840272 0.248802 0.1 0.3 -0.3 -0.271
O -0.153533 -0.026108 1.288292 -0.3 0.2 0.2 -0.115
C -0.865385 -1.119450 1.156180 0.3 0.5 0.4 -0.179
N -1.081477 -1.699294 -0.050183 0.4 0.1 1.0 -0.055
C -0.542923 -1.492402 -1.425513 0.1 0.0 0.1 -0.087
H 0.199405 2.494767 1.612353 0.1 -0.1 -0.1 0.083
H 1.755568 1.644888 1.614780 -0.1 0.1 -0.1 0.083
H 1.339442 2.727516 0.262794 0.0 0.0 0.1 0.076
H -0.550366 1.158154 -0.350535 0.2 0.0 0.0 0.117
H 1.031371 0.326919 -0.396612 -0.1 0.1 0.1 0.109
H -1.158557 -2.580840 0.470660 -0.5 -0.8 -2.1 0.092
H 0.540730 -1.639008 -1.477419 -0.1 -0.1 0.1 0.076
H -0.751254 -0.476450 -1.777188 -0.1 -0.3 0.3 0.067
H -1.014687 -2.162289 -2.152413 0.0 -0.1 0.5 0.076
```
Forces are in eV/Å.